# C66H134F18N7O18S6

13 unconnected molecules or ions with the total composition C66H134F18N7O18S6 at a distorted geometry (ωB97M-V with the def2-TZVPD basis set, the Open Molecules 2025 dataset).

The geometry in XYZ format:
```
249
Properties=species:S:1:pos:R:3:forces:R:3
S -10.8280 15.5343 -20.1251 -2.085 -0.578 -1.102
S -1.5631 29.3481 -18.0136 -1.251 -0.957 -1.314
S -10.6432 22.3543 -12.1347 1.969 1.226 -0.977
S 0.5918 16.2219 -14.9489 1.093 0.063 0.174
S 4.8661 20.6313 -25.9894 1.880 1.651 -1.583
S -7.2429 23.0739 -27.7577 -2.685 -0.496 0.050
F -2.1992 15.7201 -14.4774 1.351 -0.417 -0.620
F -1.3669 15.1954 -16.4747 -0.254 0.035 1.057
F -7.3167 24.2968 -25.4292 0.013 1.493 0.655
F -10.7159 19.7470 -12.8698 1.076 -1.035 -1.660
F 1.1942 29.1084 -18.5520 -0.410 -0.050 0.048
F -10.3447 17.0892 -18.0387 0.425 -0.199 0.843
F 2.2685 21.3752 -25.5814 0.292 -0.469 -0.234
F -9.5505 17.8228 -19.8405 0.707 1.824 -1.175
F 0.8224 30.4981 -16.9568 -0.352 0.290 -0.028
F 2.5444 19.2335 -25.6775 -0.251 -0.648 -0.005
F 2.5286 20.4154 -27.4870 0.055 -0.221 -0.655
F -8.5056 16.1758 -18.9140 -0.781 0.566 0.245
F -11.4055 20.0387 -10.9100 -0.741 0.668 -0.538
F -7.1006 22.2601 -25.0620 0.972 -0.813 -0.079
F 0.5308 28.4208 -16.6291 0.374 -1.498 1.231
F -0.9080 14.0048 -14.7582 0.093 -2.655 1.149
F -12.6510 20.6191 -12.6648 -0.397 -0.060 0.227
F -5.3819 23.4278 -25.8724 0.762 -0.250 0.915
O -2.3070 29.4476 -16.7409 1.327 0.068 -0.609
O 0.4668 17.4089 -15.7898 -0.595 -0.583 0.230
O -12.2240 16.0855 -20.0194 3.009 -0.819 0.242
O 5.0990 22.0597 -26.3054 -1.087 -1.686 0.548
O -10.6157 22.7554 -13.5650 -0.675 -0.768 1.540
O 1.6862 15.3302 -15.4089 -1.873 0.506 0.518
O -11.5337 23.1222 -11.2752 -0.187 -0.609 -0.405
O -10.5968 14.2398 -19.4785 -0.193 1.176 0.022
O -7.2231 24.4304 -28.2633 0.502 0.063 0.646
O 5.1983 20.3098 -24.5937 -1.053 -0.431 -0.886
O -1.7156 28.0005 -18.6523 0.841 2.336 1.213
O -9.2563 22.2875 -11.6006 -1.844 -0.870 -0.366
O 5.4834 19.7647 -27.0176 -1.279 0.159 1.433
O 0.6285 16.5133 -13.5171 -0.210 -0.306 -0.374
O -10.2881 15.5918 -21.4910 -0.030 0.332 1.007
O -1.7918 30.4930 -18.9135 0.918 -1.283 1.193
O -8.5997 22.4989 -27.7075 1.033 0.572 0.737
O -6.3171 22.1713 -28.3697 1.532 -0.721 -0.044
N -4.3263 33.0742 -11.3296 -1.269 0.969 -1.377
N 6.3099 14.9984 -20.9127 -0.497 -2.282 -1.020
N 6.4323 21.5283 -13.7493 -0.528 -0.541 3.936
N -5.4898 15.2893 -26.9282 0.376 -0.053 -0.763
N -0.7438 15.8606 -4.0740 -0.071 -0.451 -0.764
N -4.1901 22.1639 -16.9113 -1.190 0.641 0.144
N -13.8455 29.0248 -14.9385 -2.288 1.779 -1.217
C 4.5357 22.3509 -15.2485 1.294 1.635 -2.460
C -9.7316 16.7395 -19.1655 -0.919 -2.331 -0.155
C -6.6843 23.2333 -25.8833 -2.094 0.005 -2.849
C 6.7397 16.0550 -19.8507 0.941 -0.425 -1.597
C -3.6256 23.1595 -15.9009 0.144 -1.044 0.092
C 5.4724 20.4009 -13.2328 -0.384 -0.320 -0.715
C -8.1051 14.8085 -27.4540 0.309 0.540 1.118
C 9.1227 15.9101 -20.6954 0.930 -1.477 -2.153
C -3.4197 20.3957 -18.6001 0.309 0.223 -0.507
C -2.6362 15.1886 -28.0349 -1.591 1.727 -1.250
C -13.4989 29.0794 -13.4246 -0.482 0.695 -1.926
C 4.9173 15.3701 -21.4040 0.501 0.443 0.779
C -0.9895 14.8694 -2.8963 -0.303 1.132 0.069
C -0.5780 15.7637 -6.6211 -1.011 1.379 -0.892
C 7.2701 14.9079 -22.1389 1.591 1.420 0.489
C 7.5688 19.4021 -13.3677 1.022 -0.188 -0.488
C -5.2844 22.8665 -17.6697 -0.401 -1.111 -0.873
C -15.8910 27.6446 -14.9275 -0.529 -0.209 -0.667
C -5.1911 15.7501 -28.4178 1.017 0.712 0.940
C -10.3684 29.2104 -16.7032 -0.817 -1.498 -0.097
C -1.0963 15.2015 -15.1190 0.602 3.568 -2.089
C -14.4291 27.7320 -15.3192 1.119 -2.343 0.906
C -9.1651 13.6784 -27.4259 0.884 0.113 -0.625
C 7.8506 20.8821 -13.6241 -0.163 -0.493 -1.330
C -3.6772 35.4123 -12.3984 0.151 0.212 0.946
C -3.6714 20.8756 -14.9659 -1.774 -0.591 -0.442
C -16.3080 29.0838 -14.8004 -0.751 0.791 1.174
C -1.7783 17.6882 -5.5763 0.171 -0.118 0.575
C -2.9049 32.7000 -11.6110 -0.481 -0.271 0.325
C 6.3134 22.6806 -12.6628 0.451 -0.020 -1.312
C 0.6339 16.4669 -3.9365 -0.621 0.642 0.873
C -6.1993 29.7045 -11.1256 -0.475 -0.303 0.111
C -5.0010 30.6324 -10.9703 -0.477 0.516 0.066
C -1.7323 16.7751 -6.8050 0.745 0.003 1.339
C 4.2084 22.6408 -16.7977 -0.149 -0.192 1.323
C -2.9458 14.8889 -26.6148 0.468 0.665 2.356
C 0.3732 29.3572 -17.5159 -1.531 1.061 -1.410
C -6.7045 14.3228 -26.8728 -1.142 0.347 -1.220
C -5.3133 31.9182 -11.6872 1.263 0.590 -0.632
C -4.3388 14.4828 -26.2704 -1.579 -1.663 -1.846
C -3.2753 22.2854 -14.6602 0.774 1.269 -0.958
C -0.7648 14.9791 -5.3369 1.384 0.198 -0.455
C 5.8325 12.3569 -21.2432 1.808 1.193 1.285
C -4.7051 34.2237 -12.3704 0.810 0.450 1.129
C -1.8620 16.9506 -4.2103 0.635 -0.871 -0.947
C -1.9311 33.8738 -11.4416 0.830 -0.183 -0.790
C 6.1743 13.5709 -20.2677 -0.449 0.194 -0.448
C -15.1152 29.9172 -15.1793 0.211 0.847 0.527
C -4.5633 33.5102 -9.9099 0.464 0.199 -0.680
C -12.7046 29.4438 -15.8971 0.303 -0.387 1.563
C -2.1854 34.9471 -12.4813 -3.009 -0.473 -0.739
C -11.4227 20.5737 -12.1821 0.917 1.713 2.159
C -1.2536 15.5320 -1.5470 0.532 0.251 0.999
C 6.0882 22.0317 -15.1136 -1.245 -0.209 0.606
C -5.6872 16.5303 -26.0950 -1.126 -0.055 0.275
C -3.7129 16.2612 -28.5492 0.354 -1.220 0.468
C -4.8188 21.0077 -15.9724 1.251 1.769 -1.226
C 8.2699 15.8969 -19.5045 -3.177 0.276 1.028
C 8.7612 14.7258 -21.6962 -0.703 1.091 0.783
C -3.0740 21.6953 -17.8368 -0.769 -1.021 0.516
C -11.6184 28.3784 -16.1623 0.036 1.176 -0.581
C -1.5641 14.5410 -0.4115 0.363 -0.762 -1.251
C -2.2422 20.0345 -19.5382 -0.232 -0.118 1.106
C 2.9280 20.3781 -26.2392 1.520 1.426 1.595
C 5.8123 11.0314 -20.4637 -1.084 0.515 -0.320
C 6.3310 19.4226 -12.5138 0.727 -0.982 0.539
H -15.0493 30.8335 -14.5927 0.299 -0.030 -0.022
H -2.3134 18.9868 -19.8304 -0.228 0.243 -0.492
H -7.1760 30.1348 -10.9044 0.188 0.632 0.665
H -4.0489 20.4139 -14.0535 0.349 -0.510 -0.205
H 4.6143 20.7549 -12.6615 0.329 0.536 -0.125
H -14.4217 29.0806 -12.8444 -0.016 -0.666 -0.199
H -4.9092 23.6272 -18.3543 0.264 0.374 0.676
H -9.5538 28.5287 -16.9474 0.112 0.061 0.373
H 7.0908 14.2171 -22.9628 -1.099 -0.584 0.824
H -4.3083 20.4509 -19.2291 -0.139 0.602 0.025
H 3.1831 23.0058 -16.8574 -0.103 -0.254 0.081
H 6.7465 12.2741 -21.8314 -0.365 0.197 -0.763
H -3.8927 36.0786 -13.2338 -0.228 -0.387 -0.300
H -3.9069 34.3365 -9.6372 -0.285 0.205 -0.389
H -10.6156 29.6397 -17.6741 -0.257 0.222 0.095
H -2.8992 20.3052 -15.4821 0.144 -0.180 0.589
H -3.8546 22.7125 -13.8416 0.551 -0.265 0.323
H -17.1459 29.3877 -15.4278 -0.004 -0.234 0.012
H -2.5697 14.1459 -0.5556 0.053 -0.106 0.647
H -4.6572 14.4218 -25.2297 0.652 0.218 0.071
H 3.8055 21.5833 -14.9922 0.629 -0.176 0.524
H -2.6427 14.2524 -28.5931 -0.130 0.086 -0.315
H -6.1060 28.8532 -10.4514 0.032 -0.235 -0.467
H -1.5402 35.8254 -12.4961 0.161 -0.426 0.032
H -14.3113 27.5214 -16.3821 0.248 0.358 0.089
H -6.4160 13.4737 -27.4922 0.275 0.057 -0.043
H 4.9333 12.5241 -21.8362 0.207 -0.084 0.004
H -2.9692 32.3255 -12.6326 0.543 0.208 -0.222
H -12.0027 27.7135 -16.9358 0.225 0.122 -0.314
H -2.0422 16.2842 -1.5668 0.195 0.107 -0.215
H 7.1432 15.8703 -22.6347 0.186 0.281 0.167
H -6.8131 13.9224 -25.8648 0.092 0.453 0.168
H 5.0668 19.8498 -14.0812 0.047 0.468 -0.360
H 8.5176 21.2409 -12.8402 -0.786 0.665 0.256
H 6.9202 23.5241 -12.9920 0.149 -0.154 -0.233
H -2.2648 34.4243 -13.4344 1.219 0.138 -0.412
H 5.8387 10.2219 -21.1932 0.059 -0.060 0.144
H -8.5338 15.5829 -26.8178 0.331 0.259 0.139
H -6.3466 32.2292 -11.5334 0.201 0.406 0.418
H -1.6363 14.3244 -5.3335 0.004 0.233 0.120
H -1.5630 17.4907 -7.6096 -0.277 -0.705 -0.533
H -1.8490 14.2729 -3.2022 0.157 -0.127 -0.015
H 6.6402 10.9171 -19.7639 -0.069 0.104 -0.042
H -6.0752 23.1783 -16.9873 0.390 0.372 0.020
H 8.4726 16.7543 -18.8627 0.202 -0.208 0.278
H 4.8492 10.9817 -19.9556 0.182 -0.338 0.370
H 7.1168 13.3483 -19.7675 -0.060 0.067 -0.086
H 8.2880 14.9655 -18.9386 0.727 0.083 0.196
H -1.8364 17.5826 -3.3226 0.123 -0.013 -0.234
H -4.8222 30.9088 -9.9312 -0.144 -0.486 0.214
H 4.3296 23.2972 -14.7483 -0.155 -0.242 0.376
H -3.5383 16.6078 -29.5678 -0.108 -0.430 -0.155
H -13.7938 27.0644 -14.7371 -0.257 -0.850 -0.540
H -1.6529 15.6476 -28.1381 -0.004 -0.156 0.064
H -2.2352 21.5116 -17.1654 0.130 -0.124 -0.159
H -2.2152 20.7467 -20.3629 0.155 -0.357 -0.138
H -2.7722 16.3512 -4.2264 -0.141 0.082 0.274
H -11.4562 27.6764 -15.3444 0.486 0.531 0.407
H -4.8484 17.2243 -26.0411 0.256 -0.528 -0.371
H -2.6009 16.1240 -6.9033 -0.469 0.615 -0.332
H -1.3095 20.0679 -18.9751 0.167 0.262 -0.057
H -12.8306 28.2400 -13.2324 0.040 0.412 0.327
H -2.8210 15.6784 -25.8737 1.096 0.748 -0.573
H -4.0780 30.1954 -11.3515 -0.172 -0.201 -0.057
H 5.2965 23.0640 -12.5784 -0.019 -0.519 -0.132
H -4.7721 33.8153 -13.3788 0.345 -0.551 0.221
H -5.9004 16.5531 -28.6182 0.090 0.089 0.234
H -5.1975 31.8218 -12.7668 0.028 -0.215 -0.029
H 4.9666 16.4385 -21.6140 -0.272 -0.177 -0.464
H -2.1904 22.3112 -14.5576 -0.137 0.300 0.806
H 6.8142 22.8443 -15.1397 -0.693 0.594 -0.972
H 4.5646 14.7647 -22.2390 0.460 0.157 -0.008
H -7.9780 15.2850 -28.4260 0.030 -0.350 -0.176
H 6.7159 22.3806 -11.6952 -0.241 -0.517 -0.253
H -2.7784 23.6500 -16.3802 -0.087 0.057 0.151
H 4.2665 21.6994 -17.3441 0.120 0.195 -0.202
H -1.8381 34.3036 -10.4443 -0.209 -0.349 0.148
H -0.6302 15.1873 -7.5447 0.257 -0.819 0.464
H -0.3288 15.9352 -1.1342 0.102 0.821 -0.667
H 8.9192 13.7245 -21.2956 -0.141 0.030 0.528
H 5.9645 18.3965 -12.5413 -0.655 0.243 0.268
H -2.7894 22.5292 -18.4784 -0.261 -0.012 -0.091
H -12.2991 30.2965 -15.3525 0.265 0.121 -0.337
H -4.2581 32.7135 -9.2314 -0.523 -0.132 -0.143
H 9.0227 16.8189 -21.2888 -0.144 0.224 0.172
H -3.7303 36.1055 -11.5589 -0.574 -0.308 0.480
H -5.4160 15.0025 -29.1784 0.135 -0.611 0.611
H -2.5918 18.4106 -5.6423 -0.235 -0.193 0.193
H 4.2408 15.2228 -20.5622 -0.021 0.043 -0.030
H -5.6156 33.7933 -9.8855 0.171 -0.091 0.569
H -4.4311 13.4757 -26.6768 -0.545 -0.158 -0.017
H -5.7123 21.5311 -15.6321 -0.038 -0.488 0.400
H -8.8310 12.8862 -28.0958 0.097 -0.523 0.464
H -16.4505 27.2040 -15.7527 0.157 -0.340 0.139
H 0.3983 16.2470 -6.6585 0.038 0.064 0.178
H 6.5525 17.0140 -20.3338 0.171 0.031 -0.172
H 6.3585 21.2938 -15.8689 0.140 -0.223 0.252
H -6.5439 17.0921 -26.4672 0.048 -0.113 -0.157
H -10.1366 13.9362 -27.8475 0.141 0.643 0.175
H 8.3534 21.1090 -14.5642 -0.017 -0.166 -0.027
H -0.8349 13.7418 -0.5439 -0.200 -0.489 0.113
H 0.5843 17.0090 -2.9922 0.245 0.119 -0.059
H 4.7781 23.4397 -17.2723 0.459 -0.279 0.198
H -9.3229 13.3777 -26.3901 0.055 -0.392 -0.186
H 6.5415 19.6800 -11.4757 0.021 0.135 0.015
H 9.4296 14.7199 -22.5572 -0.290 0.426 -0.220
H 6.0238 16.0118 -19.0299 0.254 -0.476 0.122
H 0.1664 14.4145 -5.2919 -0.339 -0.633 0.550
H -0.0736 14.2825 -2.8278 -0.218 -0.236 -0.199
H -3.6772 19.5745 -17.9312 0.558 0.027 0.249
H -5.7333 34.4496 -12.0879 0.157 0.583 0.037
H 1.4285 15.7258 -3.8503 -0.377 -0.263 -0.192
H -16.1434 27.0894 -14.0242 0.451 -0.090 -0.114
H -3.5016 17.1569 -27.9652 -0.461 0.039 0.248
H -0.9533 33.4926 -11.7363 0.159 -0.352 0.525
H -13.0967 29.7787 -16.8573 -0.445 -0.043 0.295
H -13.1330 30.0980 -13.2951 0.713 -0.350 0.210
H -0.8841 18.3048 -5.6676 0.187 0.080 0.445
H -5.9452 16.2050 -25.0871 0.088 -0.012 0.000
H 0.8749 17.1787 -4.7260 -0.318 -0.264 -0.004
H -2.7175 31.8122 -11.0071 0.453 0.319 0.264
H -10.0371 30.0085 -16.0388 -0.056 -0.227 0.124
H 8.4210 18.8533 -12.9671 0.099 0.480 0.596
H -6.4048 29.4278 -12.1597 0.747 -0.533 -0.083
H -1.3143 14.9297 0.5758 -0.676 0.288 -0.141
H 10.1698 15.8690 -20.3954 0.047 -0.178 -0.083
H -2.2552 14.1004 -26.3158 -0.253 -0.196 0.436
H -5.7711 22.1756 -18.3582 0.111 -0.413 0.161
H 7.4077 18.7948 -14.2584 -0.471 0.502 -0.458
H 5.4108 13.7523 -19.5112 -0.023 -0.363 0.083
H -16.6214 29.2741 -13.7739 -0.007 0.158 0.024
H -15.3224 30.2125 -16.2079 1.265 -0.232 -0.280
H -5.0491 20.1461 -16.5991 -0.078 0.188 0.263
H -4.3680 23.9050 -15.6156 -0.083 -0.151 -0.452
```
Forces are in eV/Å.

Values from the calculation:
- Spin multiplicity: 1
- Charge: +1
- Kohn-Sham gap: 4.5 eV
- Max |F|: 4.178 eV/Å
- Lowest unoccupied orbital energy: -2.4 eV
- Electronic energy: -8518.65184 Eh